No. 1
This record from OMol25 describes a 12-piece molecular cluster, C38H69Cl10N7 overall at a distorted geometry. The level of theory is wB97M-V/def2-TZVPD.

Cartesian coordinates (Å):
C -10.54763 25.19658 -16.87957
C -11.38338 23.93917 -17.20080
C -12.54207 24.19164 -18.14754
C -12.16956 24.66269 -19.45743
N -11.85915 25.04065 -20.50005
H -9.66555 24.99930 -16.27151
H -11.16600 25.93746 -16.37602
H -10.14008 25.63393 -17.79391
H -11.65997 23.44345 -16.27033
H -10.77098 23.19573 -17.72001
H -13.24386 24.92391 -17.73423
H -13.17209 23.30460 -18.24739
C -13.75958 20.83059 -11.23774
C -12.93299 20.02195 -10.23155
C -11.67839 19.38181 -10.86364
C -10.77841 20.40036 -11.38956
N -10.04333 21.16439 -11.82795
H -14.13018 20.26399 -12.09296
H -13.20623 21.71250 -11.56609
H -14.67980 21.23750 -10.81220
H -13.60114 19.25931 -9.83356
H -12.56632 20.68869 -9.45142
H -11.88784 18.66621 -11.65780
H -11.09687 18.85597 -10.10343
C -10.10204 20.60485 -15.72609
C -10.76411 19.23299 -15.74730
C -12.07958 19.17360 -14.98283
C -13.03131 20.24648 -15.28534
N -13.78419 21.07604 -15.55879
H -9.11138 20.47324 -16.16503
H -9.96558 21.02107 -14.72809
H -10.65428 21.30742 -16.34933
H -10.04570 18.53988 -15.30912
H -10.90147 18.90764 -16.77986
H -11.83383 19.23456 -13.92343
H -12.67378 18.28058 -15.18899
C -7.43548 27.57295 -17.00019
C -8.24394 28.32476 -15.93886
C -7.52978 28.68630 -14.64297
C -6.33444 29.51776 -14.87550
N -5.38959 30.14493 -15.02964
H -7.02887 26.72175 -16.45205
H -6.63191 28.12590 -17.48311
H -8.15078 27.22683 -17.74508
H -9.14448 27.75746 -15.69537
H -8.66405 29.21512 -16.41669
H -7.19881 27.80514 -14.09240
H -8.15999 29.24021 -13.94577
C -9.60574 23.07267 -7.33111
C -8.80260 21.98607 -8.02613
C -8.13245 22.50374 -9.32439
C -7.16769 23.59168 -9.08679
N -6.44393 24.45568 -8.90755
H -9.12798 24.05204 -7.28088
H -9.87786 22.81611 -6.30627
H -10.54896 23.23379 -7.85999
H -9.45788 21.14599 -8.26653
H -8.12139 21.52345 -7.30997
H -8.83700 22.87550 -10.06803
H -7.57022 21.70915 -9.81713
C -3.69427 25.40016 -11.38252
C -3.13691 26.81599 -11.19152
C -4.09368 27.71765 -10.38441
C -5.40288 27.85641 -11.07943
N -6.41739 27.92528 -11.63221
H -3.94592 24.87393 -10.45784
H -3.09027 24.81952 -12.07644
H -4.72086 25.39733 -11.75624
H -2.93986 27.30840 -12.14355
H -2.20061 26.71455 -10.64147
H -3.64093 28.70528 -10.29893
H -4.26367 27.30986 -9.38861
C -3.47479 20.98050 -10.27534
C -2.39513 21.93118 -10.80004
C -0.98249 21.52149 -10.41695
C -0.82071 21.38646 -9.00070
N -0.74981 21.31112 -7.85185
H -3.54383 21.02220 -9.18934
H -3.31503 19.94748 -10.58786
H -4.43223 21.29339 -10.69725
H -2.56993 22.92561 -10.38782
H -2.40904 22.07845 -11.88133
H -0.37672 22.33997 -10.81396
H -0.64443 20.60100 -10.89644
Cl -4.61177 18.67628 -13.32765
C -5.83013 19.79631 -12.76289
C -7.06513 19.72089 -13.65646
Cl -8.07571 18.25755 -13.32357
H -5.38076 20.78507 -12.82892
H -6.13434 19.61699 -11.73262
H -6.81313 19.72108 -14.71196
H -7.70566 20.54377 -13.33817
Cl -6.18828 23.04666 -12.10019
C -7.12054 24.55668 -12.21834
C -8.51851 24.39413 -12.82453
Cl -8.55743 23.51605 -14.37074
H -6.55492 25.18640 -12.90457
H -7.13404 25.12508 -11.29069
H -8.99626 25.35563 -13.00576
H -9.21895 23.87562 -12.17441
Cl -9.93322 25.51533 -10.18127
C -11.66850 25.82484 -10.32990
C -12.36184 26.22831 -9.01661
Cl -12.05054 27.95984 -8.71421
H -12.16318 24.93496 -10.71953
H -11.85346 26.62287 -11.04384
H -11.97588 25.67012 -8.16575
H -13.44252 26.11124 -9.05072
Cl -11.34495 26.82441 -13.74453
C -12.44482 28.21371 -13.67389
C -12.01031 29.35796 -14.54859
Cl -11.82622 28.80539 -16.23309
H -12.56906 28.54192 -12.64130
H -13.41947 27.83659 -13.98612
H -10.97134 29.54168 -14.27397
H -12.70094 30.19464 -14.54720
Cl -3.56619 25.69540 -17.94352
C -3.17859 26.99302 -16.76700
C -3.23561 26.48630 -15.32638
Cl -4.85087 25.86186 -14.91048
H -3.88314 27.80265 -16.94034
H -2.16426 27.33368 -16.96700
H -2.98162 27.28161 -14.62754
H -2.54405 25.66191 -15.16297

The HOMO energy is -10.66 eV. As for the structure (SMILES): CCCC#N.CCCC#N.CCCC#N.CCCC#N.CCCC#N.CCCC#N.CCCC#N.ClCCCl.ClCCCl.ClCCCl.ClCCCl.ClCCCl. Its relative energy (zero: lowest compared OMol25 entry of this formula, charge and spin) is 0.000 eV. The electronic energy comes out at -176180.1810 eV. For the lowest unoccupied orbital energy, the calculation gives 0.05 eV.

---

No. 2
This record from OMol25 describes a 4-piece molecular cluster, C38H70N3O3S3 overall. The level of theory is wB97M-V/def2-TZVPD.

Cartesian coordinates (Å):
C -0.70615 8.51673 -0.85731
C -1.67341 7.94136 -1.91063
C -2.13466 6.49479 -1.64569
C -3.60098 6.20061 -2.02140
C -3.80648 5.01351 -2.97861
C -5.13889 4.29240 -2.74009
C -5.08621 3.39676 -1.50351
C -4.34154 2.07595 -1.76383
C -3.54022 1.52812 -0.57164
C -3.70225 0.02821 -0.33191
C -2.57504 -0.59624 0.48255
C -2.67403 -2.13001 0.58033
C -2.28139 -2.69300 1.94402
C -0.82358 -2.39794 2.31220
C 0.16438 -3.29142 1.56990
C 1.60968 -2.78871 1.69313
N 1.88417 -1.55284 0.95734
C 1.96864 -1.66449 -0.50668
C 2.28541 -3.07821 -0.92668
N 3.32392 -3.63259 0.00015
C 4.60260 -2.84501 0.01630
C 5.18953 -2.70080 -1.35854
C 5.24863 -1.44736 -1.94456
C 5.80176 -1.28099 -3.20010
C 6.29084 -2.38037 -3.87564
C 6.25056 -3.62960 -3.28883
C 5.70519 -3.81168 -2.03027
C 5.70406 -5.19197 -1.42499
C 2.65700 -3.87990 1.35068
C 3.67774 -4.12577 2.43639
C 4.27967 -3.08521 3.14611
C 5.20675 -3.39855 4.13626
N 5.54608 -4.64852 4.45173
C 4.96063 -5.63699 3.78539
C 4.02265 -5.43385 2.77124
H -0.60041 7.83469 -0.01225
H -1.05852 9.47202 -0.47065
H 0.29125 8.67352 -1.26898
H -1.18227 7.97592 -2.88493
H -2.54711 8.58871 -1.99722
H -1.98706 6.27475 -0.58673
H -1.49410 5.81620 -2.21309
H -4.03664 7.08604 -2.48884
H -4.18331 6.01730 -1.11648
H -3.79543 5.38430 -4.00626
H -2.97767 4.30680 -2.87693
H -5.90764 5.05540 -2.59950
H -5.40736 3.68857 -3.61026
H -6.09713 3.16133 -1.17325
H -4.57331 3.93369 -0.70223
H -5.06292 1.31443 -2.06959
H -3.65377 2.22093 -2.59924
H -3.82215 2.06203 0.33980
H -2.47446 1.72311 -0.72888
H -4.64532 -0.15694 0.19264
H -3.76963 -0.49256 -1.29324
H -2.58046 -0.17334 1.49189
H -1.63023 -0.32069 0.00227
H -2.06325 -2.58095 -0.20672
H -3.70217 -2.43135 0.36271
H -2.94629 -2.26947 2.69877
H -2.42739 -3.77745 1.94600
H -0.68030 -2.52408 3.38835
H -0.62096 -1.34876 2.07838
H 0.08507 -4.30950 1.96423
H -0.12411 -3.33694 0.51509
H 1.76731 -2.55884 2.74918
H 1.17755 -0.87408 1.20348
H 1.05936 -1.33876 -1.01649
H 2.77579 -1.01512 -0.84987
H 2.64995 -3.12597 -1.95063
H 1.42968 -3.74713 -0.83759
H 3.58302 -4.55062 -0.35902
H 5.29041 -3.39332 0.65801
H 4.40957 -1.88304 0.48292
H 4.88558 -0.58036 -1.40552
H 5.85465 -0.29546 -3.64400
H 6.72755 -2.27550 -4.85897
H 6.68288 -4.46702 -3.81872
H 6.05345 -5.19466 -0.38930
H 6.34196 -5.85652 -2.00258
H 4.70923 -5.65504 -1.43991
H 2.11703 -4.81665 1.20081
H 4.02743 -2.04964 2.94824
H 5.69000 -2.60683 4.69590
H 5.23571 -6.64736 4.06493
H 3.57183 -6.28230 2.27050
C 11.22660 -3.47055 -3.87835
S 9.78810 -3.16546 -4.90514
O 8.88892 -4.34424 -4.75091
C 10.62334 -3.35298 -6.48113
H 10.90067 -3.44537 -2.84092
H 11.63711 -4.45116 -4.11714
H 11.96449 -2.68775 -4.05132
H 11.07812 -4.34170 -6.53183
H 11.37665 -2.57244 -6.58381
H 9.87560 -3.24713 -7.26387
C -8.90714 5.08204 2.00439
S -7.27905 5.60788 1.46335
O -7.23132 5.42585 -0.01265
C -6.40731 4.22596 2.19796
H -9.62813 5.79939 1.61827
H -9.11351 4.09076 1.60106
H -8.93470 5.06696 3.09406
H -6.80274 3.29453 1.79020
H -6.55067 4.25480 3.27782
H -5.35089 4.32115 1.95071
C -6.26950 1.20539 6.12586
S -7.45840 1.63631 4.85082
O -7.70796 3.09735 4.98072
C -8.86180 0.80989 5.60340
H -5.32441 1.67625 5.86402
H -6.61914 1.58341 7.08603
H -6.14842 0.12257 6.15563
H -9.02477 1.21706 6.60068
H -8.67042 -0.26214 5.64652
H -9.72929 1.00348 4.97654

The HOMO energy is -9.76 eV. The electronic energy comes out at -83652.3189 eV. For the lowest unoccupied orbital energy, the calculation gives -2.32 eV. Its charge is +1.

---

No. 3
This record from OMol25 describes a 4-piece molecular cluster, C38H71Br2F3N2O6 overall at a distorted geometry. The level of theory is wB97M-V/def2-TZVPD.

Cartesian coordinates (Å):
C 7.57525 -1.93846 3.23416
C 6.42451 -0.83071 3.58920
C 6.30558 0.31408 2.44437
C 4.82461 0.40030 1.77098
C 4.97217 0.36589 0.16150
C 3.60876 -0.00742 -0.62868
C 3.84488 -1.37651 -1.50273
C 2.58048 -2.37397 -1.48122
C 2.41308 -3.23473 -0.12555
C 3.62698 -2.96267 0.92697
N 4.64051 -2.84014 1.59031
C 2.46308 -4.80901 -0.45174
C 2.93919 -5.73432 0.79508
C 2.50765 -7.27918 0.66827
F 3.55561 -8.04921 1.34184
Br 2.41931 -7.97763 -1.18355
C 1.16221 -7.57457 1.54292
F 1.38322 -7.22869 2.93772
F 0.04155 -6.79730 1.10319
Br 0.66621 -9.49913 1.53382
C 1.07071 -2.72913 0.61121
C 1.07965 -3.09870 2.19583
N 1.16210 -3.33248 3.38372
C -0.30791 -3.13850 -0.12000
C -1.12659 -1.89996 -0.74491
C -1.98644 -1.04906 0.31498
C -2.91668 -0.03875 -0.58473
C -3.00445 -1.90009 1.21529
C -3.55135 -0.97036 2.46173
C -2.30389 -0.76851 3.46465
C -1.88773 0.57575 3.83924
C -1.95623 1.82939 2.81748
C -1.31237 0.75732 5.35345
H 7.11590 -2.98693 3.06070
H 8.33007 -2.06834 4.11023
H 8.21593 -1.62370 2.32246
H 6.80319 -0.32062 4.56436
H 5.41573 -1.31880 3.85159
H 6.54204 1.31748 2.96686
H 7.14405 0.13820 1.67881
H 4.08716 -0.36112 2.20204
H 4.42423 1.45203 2.04291
H 5.36409 1.41732 -0.14743
H 5.85079 -0.35966 -0.07097
H 2.80386 -0.18141 0.19411
H 3.31457 0.89252 -1.28918
H 4.85556 -1.87828 -1.26763
H 3.94047 -1.00152 -2.60130
H 2.68882 -3.05704 -2.41712
H 1.64797 -1.71816 -1.70881
H 3.28294 -4.94500 -1.26593
H 1.50501 -5.24602 -0.89988
H 4.10118 -5.72696 0.78983
H 2.58761 -5.34802 1.81480
H 1.10998 -1.56612 0.59141
H -0.15587 -3.89454 -0.99165
H -0.92534 -3.73176 0.66669
H -0.39343 -1.15115 -1.24933
H -1.84425 -2.34419 -1.54114
H -1.29798 -0.37464 0.93745
H -2.29573 0.70085 -1.20101
H -3.44958 -0.72468 -1.35940
H -3.74967 0.45869 0.02250
H -3.95490 -2.25155 0.65902
H -2.55672 -2.83244 1.71199
H -3.99250 0.02697 2.11418
H -4.40043 -1.52868 3.01412
H -1.76652 -1.71490 3.82985
H -2.57782 2.63976 3.35056
H -0.90591 2.18717 2.52450
H -2.50666 1.57999 1.83495
H -0.64366 -0.16405 5.57158
H -2.21102 0.68872 6.05868
H -0.72527 1.74426 5.42980
C 1.51536 3.14886 -2.43428
O 2.91968 3.23397 -2.23415
C 3.56185 4.02301 -3.23600
C 3.90088 5.41468 -2.71272
O 2.71788 6.17717 -2.46715
C 2.39167 6.23472 -1.08650
H 1.06708 2.71750 -1.53634
H 1.06918 4.13229 -2.60984
H 1.29955 2.49008 -3.27990
H 2.94831 4.08091 -4.14102
H 4.49399 3.50919 -3.49390
H 4.46768 5.95094 -3.47981
H 4.52093 5.35620 -1.81204
H 3.08638 6.90441 -0.56979
H 2.41419 5.24709 -0.61692
H 1.38159 6.64200 -0.98970
C -4.72676 1.49762 -6.11492
O -3.45480 1.00968 -6.51995
C -2.43775 1.28525 -5.55781
C -2.10160 0.04541 -4.73584
O -3.19350 -0.32893 -3.89383
C -3.92139 -1.43061 -4.41571
H -5.48259 1.07796 -6.78209
H -4.96627 1.20570 -5.08793
H -4.75264 2.58674 -6.20382
H -2.72701 2.12006 -4.91093
H -1.54600 1.58671 -6.11767
H -1.26007 0.27803 -4.07549
H -1.80486 -0.78709 -5.38244
H -3.34064 -2.35034 -4.29097
H -4.17320 -1.29442 -5.47122
H -4.85036 -1.52796 -3.84706
C -7.52806 2.21472 1.57683
O -6.12188 2.28519 1.77011
C -5.47789 3.08371 0.77758
C -5.12402 4.46502 1.31830
O -6.29883 5.23469 1.57987
C -6.61803 5.27613 2.96262
H -7.97465 1.77342 2.47037
H -7.96700 3.20446 1.41913
H -7.75413 1.57112 0.72266
H -6.09489 3.16238 -0.12359
H -4.55172 2.56409 0.50932
H -4.55604 5.00686 0.55584
H -4.50025 4.38861 2.21517
H -5.91480 5.93239 3.48518
H -6.60230 4.28198 3.41841
H -7.62390 5.69112 3.06987

The HOMO energy is -8.01 eV. As for the structure (SMILES): CCCCCCCC[C@](C#N)(CC[C@](F)(Br)C(F)(F)Br)[C@H](C#N)CC[C@@H](C)CCC=C(C)C.COCCOC.COCCOC.COCCOC. The electronic energy comes out at -204047.6250 eV. For the lowest unoccupied orbital energy, the calculation gives 0.10 eV.